Entry 1:
Below is a molecular structure, C67H59Br2N5O4P2SiSr in a non-equilibrium geometry, with properties calculated with wB97M-V/def2-TZVPD.

```
141
Properties=species:S:1:pos:R:3:forces:R:3:lowdin_charge:R:1
Sr -0.81856 -0.20123 -1.06527 1.6 0.9 -0.4 1.175
C -2.71764 -2.50810 1.43808 0.1 0.1 0.0 -0.252
Si -1.22192 -1.29300 1.60063 -0.1 -0.4 1.0 0.534
C 0.16657 -2.47167 2.29252 -0.1 0.0 0.2 -0.342
C -0.17026 -3.78919 2.64270 0.0 -0.1 -0.2 -0.129
C 0.77359 -4.72766 3.02720 0.0 -0.1 0.0 -0.096
C 2.11092 -4.36710 3.10269 0.1 0.0 0.0 -0.097
C 2.47292 -3.06371 2.80876 -0.1 -0.1 0.0 -0.113
C 1.52759 -2.11944 2.39890 0.0 -0.1 0.0 -0.397
P 2.00140 -0.34366 2.25852 0.0 -0.2 0.0 1.120
C 2.78708 -0.19292 3.91798 -0.1 0.2 0.0 -0.365
C 3.94938 0.54850 4.12462 0.0 -0.1 0.0 -0.094
C 4.46323 0.71987 5.40351 0.0 0.0 0.0 -0.094
C 3.81223 0.17244 6.49839 0.0 0.0 0.0 -0.101
C 2.63830 -0.54539 6.30717 0.0 0.0 0.0 -0.084
C 2.12918 -0.72511 5.03052 0.0 0.0 0.0 -0.094
C 3.51136 -0.23529 1.18703 -0.2 0.2 0.0 -0.366
C 4.64230 -1.05265 1.18450 0.0 -0.1 -0.1 -0.088
C 5.73582 -0.75114 0.38657 0.0 0.0 0.0 -0.084
C 5.73243 0.38483 -0.41327 0.0 0.0 0.0 -0.094
C 4.62336 1.21508 -0.41196 0.0 0.0 -0.1 -0.089
C 3.52289 0.90367 0.37708 0.0 -0.1 0.0 -0.117
C -1.84875 -0.41275 3.21766 0.0 0.1 -0.2 -0.307
C -2.06339 -1.22577 4.33845 0.1 0.0 0.1 -0.114
C -2.74413 -0.78381 5.45948 0.0 -0.1 0.0 -0.085
C -3.24977 0.50773 5.48451 0.0 0.1 0.1 -0.088
C -3.02955 1.34825 4.40809 0.1 0.0 0.0 -0.092
C -2.31801 0.91215 3.28591 -0.1 -0.2 0.0 -0.388
P -1.91202 2.08432 1.92543 0.1 -0.1 0.2 1.099
C -0.55932 3.03058 2.73687 0.0 0.1 -0.2 -0.366
C -0.15777 4.22899 2.14151 0.0 -0.1 0.0 -0.126
C 0.86700 4.98705 2.68195 0.0 0.0 0.0 -0.093
C 1.51969 4.55147 3.82916 0.0 0.0 0.0 -0.094
C 1.12922 3.36521 4.42784 0.1 0.0 0.0 -0.078
C 0.09939 2.60657 3.88405 0.0 0.0 0.0 -0.083
C -3.26148 3.34155 2.03354 0.1 -0.1 0.1 -0.369
C -3.28745 4.42235 2.91644 -0.1 0.0 -0.1 -0.102
C -4.35376 5.31091 2.91064 0.0 0.0 0.0 -0.084
C -5.40991 5.13432 2.02658 0.0 0.0 0.0 -0.094
C -5.39527 4.06321 1.14568 0.0 0.0 0.0 -0.086
C -4.32336 3.18064 1.14693 0.0 0.0 0.0 -0.139
H -2.55339 -3.26523 0.66051 -0.1 0.0 0.0 0.014
H -3.58356 -1.91215 1.12880 0.0 0.0 0.0 0.009
H -2.99730 -3.02316 2.36396 0.0 0.0 0.0 0.016
H -1.20947 -4.09859 2.58876 0.1 0.0 0.0 0.083
H 0.46729 -5.73819 3.27706 0.0 0.0 0.0 0.101
H 2.85953 -5.08083 3.42751 0.0 0.0 0.0 0.099
H 3.50257 -2.76973 2.95637 0.0 0.0 0.1 0.083
H 4.46512 0.98741 3.27902 0.0 0.0 0.0 0.099
H 5.37628 1.28713 5.54037 0.0 0.0 0.0 0.099
H 4.21099 0.30918 7.49607 0.0 0.0 0.0 0.097
H 2.11419 -0.96856 7.15592 0.0 0.0 0.0 0.102
H 1.21476 -1.29204 4.89076 0.0 0.0 0.0 0.104
H 4.69576 -1.93423 1.80613 0.0 0.1 0.0 0.084
H 6.60685 -1.39540 0.40229 0.0 0.0 0.0 0.102
H 6.59667 0.62858 -1.02002 0.0 0.0 0.0 0.099
H 4.61596 2.11131 -1.02320 0.0 0.0 0.0 0.097
H 2.65883 1.55846 0.39012 -0.1 0.0 -0.1 0.076
H -1.69046 -2.24646 4.32128 -0.1 0.0 0.0 0.089
H -2.90284 -1.44984 6.30006 0.0 0.0 0.0 0.099
H -3.81024 0.86108 6.34221 0.0 0.0 0.0 0.099
H -3.42404 2.35453 4.44631 0.0 0.1 0.0 0.092
H -0.68425 4.57980 1.26156 0.0 0.0 -0.1 0.096
H 1.15228 5.92514 2.21821 0.0 0.0 0.0 0.098
H 2.32630 5.13525 4.25626 0.0 0.0 0.0 0.098
H 1.62843 3.02287 5.32533 0.0 0.0 0.0 0.103
H -0.19582 1.68336 4.36720 0.0 0.0 0.0 0.099
H -2.47397 4.56965 3.61534 0.0 0.0 0.0 0.106
H -4.36346 6.14029 3.60814 0.0 0.0 0.0 0.101
H -6.24144 5.82883 2.02753 0.0 0.0 0.0 0.099
H -6.21884 3.90863 0.45788 0.0 0.0 0.0 0.101
H -4.30693 2.34690 0.45573 0.0 0.0 0.0 0.013
C -0.21090 -2.97274 -4.55389 -0.1 -0.1 0.1 -0.023
C -1.66450 -2.95444 -4.17177 0.0 0.1 0.0 -0.324
C -2.54122 -3.90082 -4.74643 -0.1 0.0 0.0 -0.020
C -3.86150 -3.88561 -4.41101 0.1 0.0 -0.1 -0.031
C -4.34297 -2.93035 -3.48945 0.2 0.1 0.1 -0.194
C -5.68411 -2.84594 -3.06739 -0.3 0.0 0.0 -0.629
Br -7.00458 -4.02371 -3.78163 0.1 0.1 0.1 0.737
C -6.07146 -1.91396 -2.14612 0.1 -0.2 -0.2 -0.184
C -5.13268 -1.02104 -1.63476 0.4 0.3 0.1 -0.585
Br -5.71376 0.25177 -0.35371 0.0 -0.2 -0.1 0.817
C -3.77848 -0.99621 -2.00235 -0.6 0.0 0.1 -0.440
O -2.92962 -0.15445 -1.54025 -1.8 -0.2 -0.4 -0.409
C -3.39243 -2.01684 -2.95613 -0.2 -0.1 -0.1 -0.133
N -2.07953 -2.05466 -3.31158 0.2 0.1 0.1 0.149
H -0.09525 -3.21673 -5.61095 0.0 0.0 0.0 0.081
H 0.32101 -3.73446 -3.97538 0.0 0.0 0.0 0.086
H 0.24893 -2.00882 -4.34992 0.0 0.0 0.0 0.054
H -2.15635 -4.62622 -5.45255 0.0 0.0 0.0 0.112
H -4.54895 -4.59874 -4.84600 0.0 0.0 0.0 0.075
H -7.09757 -1.86322 -1.81183 0.0 0.0 0.0 0.093
C 1.63077 4.39904 -1.41585 0.0 -0.1 0.0 0.018
C 0.34472 3.61522 -1.29238 0.1 0.1 0.1 -0.553
O 0.33031 2.48057 -0.83500 0.0 -0.3 -0.1 -0.042
N -0.77032 4.24935 -1.72164 -0.1 -0.1 0.1 0.091
C -2.09091 3.63818 -1.67406 0.1 -0.1 -0.1 -0.105
C -2.46354 2.96749 -2.97167 -0.1 0.0 -0.1 -0.255
C -3.46847 3.45699 -3.79415 -0.1 0.0 0.0 -0.013
C -3.79286 2.75431 -4.94512 0.0 0.0 0.0 -0.055
C -3.10381 1.58793 -5.23398 0.0 0.0 0.0 -0.046
C -2.09812 1.18889 -4.36649 0.0 0.1 0.0 -0.127
N -1.77626 1.86579 -3.26813 0.1 -0.2 0.0 0.097
H 2.30023 4.09138 -0.61497 0.0 0.0 0.0 0.082
H 1.46910 5.47546 -1.36602 0.0 0.0 0.0 0.080
H 2.10438 4.15660 -2.37030 0.0 0.0 0.0 0.084
H -0.68382 5.15830 -2.13994 0.1 0.1 0.0 0.142
H -2.82612 4.39338 -1.40105 0.0 0.0 0.0 0.127
H -2.06197 2.87535 -0.89659 -0.1 0.1 0.1 0.082
H -4.00081 4.36254 -3.52994 0.0 0.0 0.0 0.113
H -4.57781 3.10744 -5.60177 0.0 0.0 0.0 0.109
H -3.34550 0.99678 -6.10692 0.0 0.0 0.0 0.107
H -1.53720 0.27589 -4.54526 0.0 0.0 0.0 0.101
O 5.00096 -5.04229 -1.72969 0.0 0.0 0.0 -0.054
C 3.93740 -5.31851 -0.83677 0.0 0.0 0.1 -0.201
C 2.82754 -4.33038 -1.04558 0.0 0.0 -0.1 -0.169
C 1.58151 -4.54080 -0.47387 0.1 0.0 0.0 0.005
C 0.60471 -3.57822 -0.64343 -0.1 0.0 0.0 -0.115
N 0.78235 -2.47197 -1.36053 0.0 0.3 -0.2 0.072
C 1.95969 -2.29498 -1.96751 0.1 -0.3 0.2 -0.219
C 3.01484 -3.18864 -1.80747 0.0 0.1 -0.1 0.052
C 2.09443 -1.11535 -2.86034 0.2 0.1 -0.1 -0.224
C 3.04970 -1.09304 -3.87260 -0.1 0.0 0.1 0.047
C 3.16419 0.02662 -4.68349 -0.1 0.0 0.0 -0.180
C 4.18789 0.05932 -5.79091 0.0 0.0 0.0 -0.207
O 4.20311 -1.13058 -6.56093 0.0 0.0 0.1 -0.048
C 2.29804 1.08707 -4.46016 0.1 0.0 0.0 0.004
C 1.34583 0.96958 -3.46115 0.1 0.0 0.0 -0.126
N 1.23690 -0.10397 -2.68061 0.3 0.1 -0.2 0.034
H 5.66606 -5.72885 -1.64211 0.0 0.0 0.0 0.092
H 4.27019 -5.24098 0.20591 0.0 0.0 0.0 0.130
H 3.54521 -6.32910 -0.98711 0.0 0.0 0.0 0.130
H 1.37606 -5.41910 0.12371 0.0 0.0 0.0 0.122
H -0.37275 -3.70590 -0.19585 0.0 0.0 0.0 0.100
H 3.97872 -3.00552 -2.25772 0.0 0.0 0.0 0.115
H 3.68018 -1.95043 -4.06142 0.0 0.0 0.0 0.127
H 5.18582 0.13667 -5.35637 0.0 0.0 0.0 0.132
H 4.02582 0.93961 -6.42007 0.0 0.0 0.0 0.119
H 3.32850 -1.27070 -6.93773 0.0 0.0 0.0 0.094
H 2.35550 1.98471 -5.06512 -0.1 0.0 0.0 0.116
H 0.61628 1.75202 -3.28780 0.1 0.0 0.0 0.080
```
Positions in Å, forces in eV/Å.

DFT total energy in eV: -253458.1515
Orbital gap in eV: 5.73
E_LUMO in eV: -0.22
Energy relative to the best compared isomer or geometry (same formula, charge and spin) in kcal/mol: 18.4
HOMO level in eV: -5.95

Entry 2:
Below is a molecular structure, C67H67Ge2N5PtS5 in a non-equilibrium geometry, with properties calculated with wB97M-V/def2-TZVPD.

```
147
Properties=species:S:1:pos:R:3:forces:R:3:lowdin_spin:R:1
Pt 0.40121 -0.34437 0.04266 0.2 -0.5 0.0 1.548
C -5.95471 -0.03845 0.43516 0.0 0.0 0.0 0.001
C -5.16851 -1.00092 -0.44777 0.0 0.1 0.1 0.003
N -4.01957 -0.37014 -1.07801 -0.1 0.0 0.0 0.014
C -2.83692 -0.19806 -0.44202 0.1 0.0 0.1 0.035
S -1.70720 0.90590 -1.16327 0.1 -0.1 -0.1 0.389
N -2.65976 -0.84638 0.68366 -0.1 -0.2 0.0 0.053
N -1.44489 -0.64008 1.25373 0.3 0.1 0.1 0.116
C -1.33894 -0.69745 2.53162 -0.2 0.1 -0.1 0.009
C -2.48512 -1.04199 3.42930 0.0 0.0 0.0 0.004
C -0.03884 -0.28385 3.10345 0.1 0.1 0.0 0.010
C 0.37356 -0.64627 4.37781 -0.1 0.0 0.0 0.001
C 1.58923 -0.17159 4.84190 0.0 0.0 0.0 0.003
C 2.35166 0.64967 4.02699 0.0 0.0 0.0 0.001
C 1.87932 0.94048 2.75746 0.0 0.1 0.0 0.009
N 0.71014 0.49688 2.31576 0.1 0.0 0.1 0.087
H -6.79442 -0.54941 0.90819 0.0 0.0 0.0 0.000
H -6.34693 0.79533 -0.14912 0.0 0.0 0.0 0.000
H -5.30979 0.36618 1.21594 0.0 0.0 0.0 0.000
H -5.80538 -1.40122 -1.23808 0.0 0.0 0.0 0.000
H -4.79805 -1.83458 0.14550 0.0 0.0 -0.1 0.001
H -4.18085 0.25219 -1.85206 0.0 0.0 0.0 0.005
H -3.42101 -0.80161 2.93319 0.0 0.0 0.0 0.001
H -2.41469 -0.50470 4.37361 0.0 0.0 0.0 0.000
H -2.48805 -2.11504 3.63901 0.0 0.0 0.0 0.000
H -0.23582 -1.30886 4.97683 0.0 0.0 0.0 0.000
H 1.94537 -0.45091 5.82472 0.0 0.0 0.0 0.000
H 3.30141 1.04210 4.36215 0.0 0.0 0.0 0.000
H 2.44804 1.54039 2.05592 0.0 0.0 0.0 0.001
C -4.56131 -4.78536 0.01286 0.1 0.0 0.0 0.000
C -3.61769 -4.81630 -1.15925 0.0 0.0 0.0 0.000
C -3.59081 -3.77474 -2.07992 0.0 0.1 -0.1 0.006
C -2.67985 -3.75133 -3.12446 0.0 0.0 0.0 0.009
C -2.69733 -2.61946 -4.11689 0.0 -0.1 0.0 0.010
C -1.75550 -4.79948 -3.24500 0.0 0.0 0.0 0.006
C -1.81281 -5.89062 -2.37753 0.0 0.0 0.0 0.000
C -0.93915 -7.10502 -2.55074 0.0 0.0 0.0 0.000
C -2.73846 -5.87241 -1.33693 0.0 0.0 0.0 0.002
C -0.75635 -4.76032 -4.35260 -0.2 0.0 -0.2 0.001
C -1.10178 -5.33788 -5.57100 0.1 0.0 0.0 0.000
C -0.22132 -5.30862 -6.64238 0.0 0.0 0.1 0.000
C 1.01098 -4.69549 -6.49427 0.0 0.0 0.0 0.000
C 1.37648 -4.10213 -5.28591 0.1 0.0 -0.3 0.001
C 0.49026 -4.13932 -4.21236 0.0 0.4 0.3 0.004
Ge 0.97268 -3.32174 -2.49103 0.6 -0.3 -0.1 0.056
S -0.51086 -1.81509 -1.74877 -0.1 0.1 0.4 0.808
S 1.18781 -4.84736 -0.88149 0.0 -0.1 0.1 0.065
Ge 2.78950 -3.40999 -0.18725 -0.1 -0.1 -0.1 0.039
S 1.81486 -2.04416 1.22743 -0.3 0.3 -0.1 0.346
S 3.02431 -2.45233 -2.22619 -0.1 -0.2 0.3 -0.001
C 4.37024 -4.16823 0.74349 -0.1 -0.2 0.1 0.012
C 5.54752 -3.40114 0.77049 -0.1 -0.2 0.0 0.003
C 6.60996 -3.78469 1.58289 0.1 0.1 0.0 0.000
C 6.53493 -4.91818 2.36368 0.2 0.0 0.1 0.002
C 5.40163 -5.70174 2.31163 -0.1 -0.1 0.0 0.000
C 4.31609 -5.35730 1.50907 0.0 0.4 0.0 0.003
C 3.18720 -6.33342 1.54323 -0.2 0.2 -0.2 0.002
C 3.15228 -7.38092 0.62024 0.0 0.1 0.0 0.002
C 4.12801 -7.45145 -0.52329 0.0 0.0 0.0 0.001
C 2.16217 -8.35097 0.74165 -0.1 0.0 0.0 0.000
C 1.20422 -8.29344 1.74169 -0.1 0.0 0.0 0.000
C 0.14900 -9.35892 1.87316 0.0 0.0 0.0 0.000
C 1.24434 -7.22951 2.63621 0.0 0.0 0.0 0.000
C 2.22803 -6.25499 2.56267 0.0 0.1 0.0 0.000
C 2.26023 -5.12978 3.56343 0.0 0.0 0.0 0.004
C 5.80420 -2.25414 -0.14451 -0.1 0.0 -0.1 0.000
C 5.73030 -0.93133 0.29669 0.0 0.0 0.0 0.000
C 5.30797 -0.60744 1.70491 0.0 0.0 0.0 0.004
C 6.10730 0.08823 -0.57333 0.0 0.0 0.0 0.000
C 6.57786 -0.18385 -1.85108 -0.1 0.0 0.1 0.000
C 7.08604 0.90553 -2.75159 0.0 0.0 0.0 0.000
C 6.62524 -1.50508 -2.27119 0.1 -0.1 0.0 0.000
C 6.25182 -2.54763 -1.44014 0.0 0.0 0.1 0.000
C 6.35539 -3.97029 -1.92479 0.0 0.0 0.0 0.000
C 2.72054 -3.45226 -5.22414 0.0 0.0 -0.1 0.000
C 2.84892 -2.07020 -5.36162 0.0 0.0 -0.1 0.000
C 1.63958 -1.17450 -5.45005 0.0 0.0 0.0 0.002
C 4.12367 -1.51075 -5.39018 0.0 0.0 0.0 0.000
C 5.26368 -2.29039 -5.27955 0.0 0.0 0.0 0.000
C 6.63811 -1.68664 -5.38639 0.0 -0.1 -0.5 0.000
C 5.11026 -3.66194 -5.10082 0.0 0.0 0.0 0.000
C 3.85781 -4.25519 -5.07019 0.0 0.0 0.0 0.000
C 3.73031 -5.74158 -4.85913 0.0 0.0 0.0 0.000
H -5.49414 -4.28212 -0.24283 0.0 0.0 0.0 0.000
H -4.10619 -4.24298 0.84527 0.0 0.0 0.0 0.000
H -4.79422 -5.79270 0.35758 0.0 0.0 0.0 0.000
H -4.29217 -2.95227 -1.98133 0.1 -0.1 0.0 0.000
H -3.37810 -1.83495 -3.78800 0.0 0.0 0.0 0.000
H -3.01744 -2.97031 -5.10082 0.0 0.0 0.0 0.001
H -1.70707 -2.17771 -4.23977 0.0 0.0 0.0 0.007
H -0.25662 -7.00760 -3.39299 0.0 0.0 0.0 0.000
H -1.56050 -7.98880 -2.71424 0.0 0.0 0.0 0.000
H -0.34559 -7.27746 -1.65528 0.1 0.0 0.1 0.000
H -2.76813 -6.71097 -0.64981 0.0 0.0 0.0 0.000
H -2.07129 -5.81241 -5.66587 0.0 0.0 0.0 0.000
H -0.49865 -5.75455 -7.58923 0.0 0.0 0.0 0.000
H 1.70580 -4.65237 -7.32475 0.0 0.0 0.0 0.000
H 7.51267 -3.18481 1.57394 0.0 0.0 0.0 0.000
H 7.36900 -5.20609 2.99156 0.0 0.0 0.0 0.000
H 5.34316 -6.61280 2.89579 0.0 0.0 0.0 0.000
H 5.09402 -7.01955 -0.26468 0.0 0.0 0.0 0.000
H 3.73382 -6.89081 -1.37792 0.0 0.0 0.0 0.001
H 4.27859 -8.48274 -0.84260 0.0 0.0 0.0 0.000
H 2.13557 -9.16636 0.02597 0.0 0.0 0.0 0.000
H 0.15992 -10.03239 1.01680 0.0 0.0 0.0 0.000
H -0.84509 -8.91698 1.95016 0.0 0.0 0.0 0.000
H 0.31259 -9.95446 2.77352 0.0 0.0 0.0 0.000
H 0.49380 -7.16288 3.41728 0.0 0.0 0.0 0.000
H 1.40596 -5.19234 4.23698 0.0 0.0 0.0 0.000
H 2.23023 -4.15977 3.06412 0.0 0.0 0.0 0.005
H 3.17410 -5.16010 4.16078 0.0 0.0 0.0 0.000
H 4.36681 -1.09665 1.96184 0.0 0.0 0.0 0.005
H 5.17619 0.46848 1.82056 0.0 0.0 0.0 0.000
H 6.06058 -0.93991 2.42403 0.0 0.0 0.0 0.000
H 6.05943 1.11723 -0.23181 0.0 0.0 0.0 0.000
H 6.76824 1.88570 -2.40449 0.0 0.1 0.0 0.000
H 6.73070 0.76645 -3.77188 0.0 0.1 0.0 0.000
H 8.17813 0.89640 -2.78125 0.0 0.0 0.0 0.000
H 6.98488 -1.73198 -3.27009 -0.2 0.2 1.1 0.000
H 6.88223 -4.00960 -2.87812 0.0 0.0 0.1 0.000
H 5.36253 -4.40262 -2.07788 0.0 0.0 0.0 0.000
H 6.88247 -4.59995 -1.20614 0.0 0.0 0.0 0.000
H 0.80456 -1.66628 -5.94849 0.0 0.0 0.0 0.000
H 1.87567 -0.25908 -5.99292 0.0 0.0 0.0 0.000
H 1.30260 -0.88279 -4.44847 0.0 0.0 0.0 0.003
H 4.22376 -0.43604 -5.50704 0.0 0.0 0.0 0.000
H 6.60461 -0.60148 -5.29219 0.0 -0.1 0.0 0.000
H 7.08248 -1.92523 -6.35514 0.0 0.0 -0.1 0.000
H 7.30647 -2.08156 -4.61955 0.1 -0.1 -0.8 0.000
H 5.99264 -4.28277 -4.98035 0.0 0.0 0.0 0.000
H 4.67117 -6.15998 -4.50228 0.0 0.0 0.0 0.000
H 3.46411 -6.25153 -5.78783 0.0 0.0 0.0 0.000
H 2.94912 -5.97115 -4.13110 0.0 0.0 0.0 0.000
N 4.82485 6.45456 -5.78315 0.0 0.0 0.0 0.006
C 4.35875 5.68318 -5.06972 0.0 0.0 0.0 0.002
C 3.78003 4.71471 -4.18021 0.0 -0.1 0.0 0.013
C 3.65010 5.00225 -2.82224 0.0 0.0 0.0 -0.003
C 3.10246 4.06399 -1.96948 0.0 0.0 0.0 0.014
C 2.67513 2.82430 -2.45633 0.1 0.0 -0.1 0.007
C 2.80430 2.54866 -3.82241 0.0 0.0 0.0 0.014
C 3.35203 3.48412 -4.67723 0.0 0.0 0.0 -0.003
C 2.08305 1.85885 -1.59011 -0.2 0.2 0.1 0.111
C 1.49359 1.08248 -0.86143 0.0 -0.1 -0.2 0.137
H 3.98308 5.96027 -2.44645 0.0 0.0 0.0 0.000
H 2.99334 4.28184 -0.91589 0.0 0.0 0.0 0.001
H 2.47166 1.58921 -4.19606 0.0 0.0 0.0 0.001
H 3.45603 3.27272 -5.73322 0.0 0.0 0.0 0.000
```
Positions in Å, forces in eV/Å.

DFT total energy in eV: -248474.0526
Multiplicity: 5
<S²>: 6.0258
Orbital gap (alpha / beta) in eV: 6.76 / 5.10
E_LUMO (alpha / beta) in eV: -0.28 / -2.74
Energy relative to the best compared isomer or geometry (same formula, charge and spin) in kcal/mol: 25.0
HOMO level (alpha / beta) in eV: -7.04 / -7.84